# 1
Density functional theory data (ωB97M-V/def2-TZVPD) for C7H18N4RhS2 as an isolated structure.

Values from the calculation:
- HOMO energy (hartree) = -0.720
- E_tot (eV) = -38161.331
- max |F| (eV/Å) = 1.54

```
! RIJCOSX wB97M-V def2-TZVPD def2/J DEFGRID3
* xyz 3 1
Rh -0.11927 -0.39550 0.10196
S -0.01648 1.91967 0.40953
S 0.12942 1.73422 -2.64269
N -1.77916 -0.87761 1.17227
N 0.86405 -1.19953 1.66432
N -0.05486 3.90615 -1.32447
N 0.60479 -2.15803 -0.82585
C -0.00580 2.61901 -1.19282
C 0.04670 4.44848 -2.69711
C -1.38474 -1.68249 2.37439
C -0.06785 -1.11690 2.83243
C 1.36679 -2.61985 1.37565
C 0.60761 -3.21969 0.20483
C 0.02635 3.25490 -3.67119
H -2.50849 -1.34083 0.62514
H -1.31181 -2.72659 2.08428
H 0.11452 -2.43621 -1.67702
H 0.35309 -1.63873 3.69340
H -0.15916 -0.06218 3.10088
H 0.96879 5.02347 -2.76880
H -2.14285 -1.61638 3.15637
H -0.11992 4.52922 -0.52413
H 1.67424 -0.60645 1.85757
H 2.43234 -2.53029 1.16138
H 1.25993 -3.22946 2.27281
H 1.57712 -1.97624 -1.09235
H 1.06770 -4.14671 -0.14057
H 0.87650 3.25941 -4.34775
H -0.89256 3.19974 -4.24807
H -2.18223 0.00853 1.48661
H -0.42863 -3.43925 0.44638
H -0.79611 5.11613 -2.86737
*
```

---

# 2
Density functional theory data (ωB97M-V/def2-TZVPD) for a 3-piece molecular cluster, C7H18NO2 overall.

Values from the calculation:
- HOMO energy (alpha / beta) (hartree) = -0.622 / -0.620
- E_tot (eV) = -13114.393
- max |F| (eV/Å) = 4.79
- ΔE to the lowest compared entry with this formula, charge and spin (eV) = 2.810

```
! RIJCOSX wB97M-V def2-TZVPD def2/J DEFGRID3
* xyz 2 2
O 1.60406 2.67072 1.06722
O -1.57829 1.18142 3.10195
N 1.39069 0.09476 1.59483
C -1.93323 -0.15675 -1.20719
C -3.04436 -0.68620 -1.69868
C 1.34501 -1.23661 -2.32209
C 0.44174 -0.81225 -1.42179
C 1.62857 -1.07351 0.74957
C 0.32523 -1.33743 0.08044
C -0.63561 0.03242 -1.92266
H 0.94866 3.35062 1.41334
H -0.56896 -1.07153 0.67258
H 2.23190 -1.82612 1.27285
H -3.17375 -1.20719 -2.63289
H 1.90394 1.01311 1.15406
H -0.73114 -0.18024 -3.00369
H 1.88916 -2.12173 -2.27884
H -2.29906 0.55135 2.94385
H -0.09001 -2.44892 -0.17128
H 1.71898 -0.83238 -3.20462
H -1.81525 0.32966 -0.25536
H -1.28455 1.09910 4.00508
H 2.37712 3.22027 0.77796
H 0.37557 0.33025 1.74093
H 2.46944 -0.69796 -0.09481
H -3.98724 -0.51123 -1.23540
H -0.40851 1.12515 -1.70110
H 1.73861 0.01941 2.53448
*
```